ORCA calculation (ωB97M-V/def2-TZVPD) on C18H16N2O4PtS2Te as an isolated structure at a distorted geometry.

Cartesian coordinates (Å):
Pt  0.3064  -0.2970  0.3735
Te  -0.3844  -2.3309  1.7048
S  -3.7318  -0.5239  -1.8010
S  -1.6847  -2.6293  -1.3574
O  2.2523  -0.0897  1.0408
O  2.3633  -1.7918  -1.4898
O  -0.1834  2.0139  0.4662
O  -4.1398  2.7136  -0.6497
N  -1.4943  -0.0883  -0.4334
N  -2.1580  1.0977  -0.2594
C  -3.4469  3.6049  0.0779
C  4.8072  -2.7475  0.8929
C  -2.1061  -0.9437  -1.1856
C  3.3168  -0.8135  1.1578
C  3.6852  -2.0345  0.4549
C  -3.9117  -2.0626  -2.7835
C  4.2387  -0.3627  2.1449
C  -1.4920  4.3224  1.2841
C  5.6494  -2.2841  1.8812
C  -2.1082  5.5185  1.6051
C  -4.0560  4.8171  0.3922
C  2.9630  -2.5189  -0.7226
C  -2.5404  -2.6461  -3.0144
C  -3.3950  5.7748  1.1463
C  -1.4118  2.0886  0.2279
C  2.9838  -4.0125  -1.0040
C  -2.1335  3.3510  0.5171
C  5.3714  -1.0596  2.4842
H  -4.5325  -2.7447  -2.2012
H  -2.5754  -3.6836  -3.3460
H  3.9936  0.5662  2.6462
H  2.8751  -4.5787  -0.0800
H  -1.5942  6.2482  2.2197
H  -1.9598  -2.0392  -3.7115
H  6.0423  -0.6597  3.2385
H  3.9181  -4.2980  -1.4996
H  2.1485  -4.2391  -1.6621
H  -0.4903  4.0997  1.6263
H  -4.4284  -1.7926  -3.7075
H  5.0524  -3.6803  0.3967
H  6.5212  -2.8557  2.1798
H  -3.8844  6.7127  1.3830
H  -3.5778  1.8849  -0.6813
H  -5.0678  4.9942  0.0476

Results
E_LUMO = 4.37 eV
charge = -2

These are the Mulliken partial charges, in e, on atoms 1 to 5:
1 Pt 0.504
2 Te -1.008
3 S -0.193
4 S -0.119
5 O -0.770



ORCA calculation (ωB97M-V/def2-TZVPD) on a 3-piece molecular cluster, C2H9NO3 overall.

Cartesian coordinates (Å):
O  1.0068  -0.9372  -1.8145
O  -0.1098  1.1658  0.2806
O  -1.3234  2.2465  -2.0845
N  -0.2299  -0.9820  0.9865
C  0.7480  -0.9474  2.0811
C  -0.7750  0.1946  0.5475
H  -1.8842  0.2532  0.5335
H  0.3430  -0.4125  2.9437
H  0.2091  -0.4541  -2.0583
H  -0.7430  -1.8422  0.8879
H  -0.8968  2.2922  -1.2125
H  1.6414  -0.7079  -2.5021
H  1.6248  -0.4100  1.7529
H  0.9955  -1.9725  2.3326
H  -0.6064  2.5134  -2.6743

Results
structure (SMILES) = CNC=O.O.O
E_LUMO = 0.77 eV

These are the Mulliken partial charges, in e, on atoms 1 to 5:
1 O -0.618
2 O -0.566
3 O -0.640
4 N -0.088
5 C -0.867



Q: Which ΔE to the lowest compared entry with this formula, charge and spin values were calculated for the entries above? A: 8.6, 31.8, in kcal per mole.
Q: Which orbital gap values were calculated for the entries above? A: 4.01, 10.45, in eV.
Q: Which E_tot values were calculated for the entries above? A: -62306.808, -9852.267, in eV.